Entry from the Open Molecules 2025 dataset: a cluster of 7 separate species, C31H50INO24P in total at a distorted geometry (the ωB97M-V functional and the def2-TZVPD basis).

Orbital gap (Eh): 0.3236
2S+1: 1
Charge: +1
Energy (hartree): -3710.5393
LUMO level (eV): -2.3
M (g mol⁻¹): 978.60
Strongest force on any atom (eV Å⁻¹): 2.0

Element x y z (Å)
C  4.08555  -2.82042  2.36761
C  3.76350  -1.95727  1.37978
C  2.73379  -0.92557  1.70081
C  1.33450  -1.39667  2.24963
C  0.88688  -2.73448  1.68237
I  -0.96447  -3.47678  2.50500
C  0.93068  -2.84197  0.12632
C  1.87791  -3.97879  -0.32868
C  0.52495  -0.07946  1.94202
C  -0.98191  0.03388  2.23235
P  -2.19506  -0.24972  0.90670
O  -2.62508  1.05698  0.40011
O  -3.49346  -0.91623  1.62076
O  -1.74025  -1.26422  -0.21454
C  1.06403  0.64720  0.67948
O  0.40502  0.47737  -0.48832
C  0.18096  1.74951  -1.13566
C  -0.57885  1.57880  -2.43234
N  2.52306  0.20112  0.72598
C  3.31345  0.25289  -0.50820
O  2.88726  -0.69416  -1.44745
O  3.07350  -0.09007  -2.70435
H  4.37634  -2.39347  3.32475
H  4.01686  -3.89682  2.27400
H  4.28975  -2.00484  0.43220
H  3.16413  -0.43078  2.58474
H  1.52609  -1.44379  3.31646
H  1.61417  -3.46046  2.02465
H  -0.05567  -3.17832  -0.15725
H  1.17261  -1.89278  -0.33775
H  1.38509  -4.48289  -1.15845
H  1.98281  -4.74007  0.44060
H  2.83253  -3.61443  -0.69612
H  0.94136  0.56723  2.72467
H  -1.15887  1.05268  2.56753
H  -1.18138  -0.58565  3.10176
H  -3.77038  -1.65089  1.04649
H  -2.47135  -1.31646  -0.88518
H  1.10764  1.68001  1.02326
H  -0.38070  2.42576  -0.48880
H  1.12084  2.26004  -1.35948
H  -0.36944  0.58731  -2.84222
H  -0.28898  2.33339  -3.15811
H  -1.65473  1.63538  -2.29253
H  2.93638  0.98518  1.25452
H  3.20019  1.24189  -0.95067
H  4.37723  0.11338  -0.30553
H  2.18724  -0.08502  -3.10349
C  -6.59772  1.97311  3.29657
C  -5.10679  1.77117  3.42352
O  -4.88038  2.00580  4.81869
C  -6.04531  1.77041  5.47480
O  -6.15230  1.71210  6.65536
O  -7.06882  1.60881  4.59813
H  -7.04651  1.34410  2.53210
H  -6.86588  3.01351  3.10258
H  -4.79819  0.75306  3.18186
H  -4.53338  2.46675  2.81541
C  4.99034  3.75164  -4.50553
C  5.70675  4.01118  -3.20098
O  4.61858  4.16917  -2.28101
C  3.54790  3.52864  -2.79434
O  2.53099  3.33012  -2.19914
O  3.77074  3.13977  -4.06514
H  5.53908  3.08787  -5.16805
H  4.74906  4.66986  -5.04248
H  6.31706  3.16406  -2.88221
H  6.32547  4.90404  -3.22532
C  -5.75817  -0.75049  -4.11612
C  -4.77201  -1.80664  -4.55165
O  -3.88268  -1.87689  -3.42402
C  -4.55808  -1.43632  -2.34808
O  -4.15445  -1.52980  -1.21787
O  -5.72571  -0.88833  -2.68122
H  -6.75496  -0.91697  -4.49879
H  -5.44193  0.25524  -4.37863
H  -5.23499  -2.78407  -4.69346
H  -4.23276  -1.53761  -5.45595
C  0.35827  -2.83229  6.91287
C  -0.23976  -4.09386  7.48998
O  0.37631  -5.11354  6.69824
C  1.53436  -4.61847  6.20304
O  2.35834  -5.26281  5.64101
O  1.62890  -3.27997  6.43097
H  0.47779  -2.04650  7.65487
H  -0.21762  -2.44252  6.07117
H  0.03127  -4.24517  8.53623
H  -1.32201  -4.13243  7.39664
C  6.81447  0.76666  2.83997
C  7.12618  2.09174  2.18454
O  5.83537  2.49981  1.69827
C  4.90537  1.88340  2.44018
O  3.72971  2.13812  2.40555
O  5.44342  0.94210  3.23228
H  7.44095  0.55865  3.70245
H  6.87605  -0.07345  2.14587
H  7.48568  2.83869  2.89248
H  7.83846  2.00579  1.36890
C  -5.66338  1.85505  -9.03637
C  -4.60259  2.15431  -8.00226
O  -5.29662  1.91235  -6.77266
C  -6.32025  1.06295  -7.03405
O  -6.98482  0.53682  -6.19787
O  -6.48343  0.89276  -8.36383
H  -5.25654  1.44113  -9.95510
H  -6.27186  2.72751  -9.27858
H  -3.75123  1.47397  -8.06627
H  -4.24146  3.17831  -8.04704

=====

Entry from the Open Molecules 2025 dataset: a structure of composition C31H50O3P2PrS at a distorted geometry (the ωB97M-V functional and the def2-TZVPD basis).

Orbital gap (alpha / beta) (Eh): 0.1967 / 0.2054
2S+1: 3
ΔE to the lowest compared entry with this formula, charge and spin (eV): 2.509
Charge: +1
Energy (hartree): -3034.5710
LUMO level (alpha / beta) (eV): -4.2 / -4.0
M (g mol⁻¹): 705.66
Strongest force on any atom (eV Å⁻¹): 3.4

Element x y z (Å)
Pr  -0.55678  0.49498  1.42204
C  1.24761  0.56425  3.50782
C  2.26285  1.10129  2.65612
C  0.52585  2.64083  2.72536
C  0.18946  1.56372  3.61940
C  1.81556  2.36308  2.16780
C  1.38001  -0.74005  4.20846
H  2.07733  -1.42473  3.69400
H  0.40058  -1.23159  4.21543
H  1.72576  -0.59867  5.24791
C  -1.20681  1.39771  4.12078
H  -1.33076  0.36362  4.45184
H  -1.97832  1.58497  3.31643
H  -1.45569  2.05360  4.96999
C  -0.39290  3.76306  2.35703
H  -0.48563  4.54445  3.14353
H  -1.40913  3.35398  2.17388
H  -0.01174  4.23229  1.43173
C  2.58703  3.28533  1.29654
H  3.14734  4.00800  1.92007
H  1.89892  3.84747  0.64658
H  3.31014  2.72083  0.68747
C  3.60819  0.49558  2.44106
H  4.32343  0.94562  3.16542
H  3.97751  0.69922  1.41532
H  3.58452  -0.59366  2.62551
C  -0.49558  -1.67048  0.09386
C  0.61958  -1.85923  0.84998
C  2.00788  -2.04334  0.31816
C  2.42114  -1.10396  -0.82626
C  2.01849  0.31850  -0.71062
C  0.86428  0.82631  -1.19353
C  -0.18813  0.02804  -1.91867
C  -0.53493  -1.37731  -1.38558
H  2.14559  -3.06476  -0.08462
H  2.09971  -1.54713  -1.77514
H  2.71249  -1.94372  1.15876
H  0.01335  -2.13877  -1.96240
H  -1.51065  -1.82874  0.55332
H  0.53662  -2.19767  1.89694
H  -1.58101  -1.55316  -1.67892
H  -1.10086  0.64188  -1.97185
H  0.77020  1.91294  -1.33154
H  0.07975  -0.16007  -2.96909
H  3.52071  -1.13387  -0.85276
H  2.82110  0.97811  -0.36303
P  -0.74354  -0.11125  -6.17442
P  -0.39485  2.60499  -7.70432
C  -0.75598  -0.18567  -8.05136
C  -1.08985  1.17005  -8.68722
H  -1.50146  -0.93816  -8.34791
H  0.23996  -0.54082  -8.36229
H  -0.70706  1.23321  -9.71715
H  -2.17839  1.33841  -8.70595
C  -1.19649  3.97446  -8.63471
H  -0.73573  4.91707  -8.31416
H  -2.25968  3.99732  -8.36563
H  -1.09084  3.86380  -9.72156
C  1.25097  2.67485  -8.53312
H  1.14591  2.68571  -9.62614
H  1.85159  1.81332  -8.21830
H  1.74471  3.59549  -8.19622
C  -2.18081  -1.21765  -5.85394
H  -2.23481  -1.42663  -4.77728
H  -2.08944  -2.15841  -6.41347
H  -3.09499  -0.69143  -6.15681
C  0.60480  -1.32359  -5.84772
H  1.55894  -0.85871  -6.12678
H  0.46355  -2.24823  -6.42261
H  0.63112  -1.55530  -4.77367
C  -1.91588  -2.50573  9.78170
C  -1.86820  -2.43494  8.26839
C  -2.51993  -3.39466  7.47656
C  -2.48626  -3.31066  6.07260
C  -1.83797  -2.23665  5.43492
C  -1.15176  -1.31514  6.21939
C  -1.17413  -1.40124  7.62477
S  -1.91902  -2.38475  3.64805
O  -0.93002  -3.43487  3.36750
O  -3.32144  -2.63447  3.42643
O  -1.50022  -1.06121  2.99635
H  -2.93821  -2.45491  10.16586
H  -1.49040  -3.43492  10.16742
H  -1.35631  -1.67642  10.20755
H  -3.06992  -4.21400  7.94767
H  -2.98432  -4.08109  5.48543
H  -0.57709  -0.51433  5.75126
H  -0.65061  -0.64156  8.21634

=====

Entry from the Open Molecules 2025 dataset: a structure of composition C31H51FN9Tl (the ωB97M-V functional and the def2-TZVPD basis).

Orbital gap (Eh): 0.1257
2S+1: 1
ΔE to the lowest compared entry with this formula, charge and spin (eV): 1.257
Charge: -2
Energy (hartree): -1976.8819
LUMO level (eV): 4.2
M (g mol⁻¹): 773.19
Strongest force on any atom (eV Å⁻¹): 0.9

Element x y z (Å)
Tl  0.23853  0.56024  -0.76411
C  -0.93377  1.96618  5.13647
N  -1.19732  0.98837  4.10528
C  -2.59751  0.66860  3.92617
C  -0.31325  0.85738  3.02090
N  -0.25563  -0.16396  2.26606
C  -0.74600  -1.43413  2.61618
C  -0.59663  -1.94448  3.91215
C  -0.96061  -3.23470  4.25966
C  -1.51098  -4.06817  3.29911
C  -1.67206  -3.58501  2.01317
C  -1.30184  -2.28468  1.63917
N  -1.36731  -1.92425  0.28852
C  -2.38653  -2.09514  -0.45248
N  -2.24756  -2.18430  -1.83904
C  -2.83312  -1.06900  -2.60640
C  -0.93360  -2.57170  -2.34225
N  -3.73088  -2.12833  -0.05889
C  -4.14982  -1.55622  1.20576
C  -4.57223  -3.20577  -0.53352
N  0.52408  1.95381  2.84458
C  1.87643  1.69031  2.32797
C  -0.12750  3.11694  2.25683
H  -1.31447  1.58237  6.08979
H  -1.42082  2.93413  4.94651
H  0.13396  2.13982  5.22359
H  -3.00272  0.22343  4.84131
H  -2.72018  -0.03358  3.10829
H  -3.18238  1.56509  3.68662
H  -0.14423  -1.30317  4.65691
H  -0.79072  -3.59276  5.26764
H  -1.79402  -5.08661  3.53798
H  -2.06435  -4.23515  1.23925
H  -3.77370  -0.76975  -2.14714
H  -3.03170  -1.40505  -3.62827
H  -2.16070  -0.19879  -2.63431
H  -0.50290  -3.33917  -1.70264
H  -0.23214  -1.73916  -2.38942
H  -1.05978  -2.96711  -3.35374
H  -3.54040  -0.68290  1.42922
H  -4.09332  -2.26411  2.03972
H  -5.18810  -1.22668  1.10093
H  -4.18740  -3.58442  -1.47644
H  -5.59398  -2.84497  -0.68737
H  -4.61574  -4.03118  0.19349
H  2.31700  0.86637  2.89020
H  2.48068  2.58546  2.49227
H  1.93633  1.43098  1.26548
H  -1.13422  3.23177  2.66884
H  -0.21336  3.02654  1.16832
H  0.45229  4.01415  2.48433
F  -1.19149  1.91076  -2.56976
C  4.67154  -1.72954  -1.29428
C  4.98592  -0.98148  0.00999
C  4.06896  -1.48877  1.13326
C  4.88922  0.52773  -0.14873
C  6.01615  1.27476  0.14003
C  6.06629  2.67276  0.05736
C  4.88288  3.32504  -0.32332
C  3.71216  2.65415  -0.60924
C  2.47421  3.41852  -1.00176
C  2.39227  3.62486  -2.51589
C  2.28258  4.74424  -0.26022
C  3.61334  1.16185  -0.57001
N  2.52921  0.48336  -0.82755
H  4.65085  -2.81705  -1.13525
H  5.41997  -1.50170  -2.06082
H  3.69082  -1.38950  -1.63662
H  6.02364  -1.20483  0.28928
H  3.03428  -1.26665  0.85432
H  4.30112  -0.98102  2.07514
H  4.17746  -2.57194  1.28450
H  6.91898  0.74086  0.44490
H  6.97328  3.22480  0.28154
H  4.89596  4.41432  -0.38360
H  1.63152  2.77324  -0.74641
H  3.15819  4.33760  -2.84581
H  1.40335  3.99085  -2.81642
H  2.56365  2.66852  -3.01426
H  3.01012  5.50069  -0.57587
H  2.39842  4.59895  0.81851
H  1.27997  5.14618  -0.45204
C  -2.45463  4.15421  -1.35884
N  -3.01721  3.82542  -0.04412
C  -3.99707  4.73947  0.51344
C  -3.06009  2.56812  0.39536
N  -3.10662  1.51292  0.87475
H  -1.75118  4.98386  -1.24721
H  -3.26334  4.46378  -2.03146
H  -1.92110  3.27316  -1.80034
H  -3.57355  5.74492  0.53499
H  -4.25217  4.44189  1.52952
H  -4.91459  4.76444  -0.08807

=====

Entry from the Open Molecules 2025 dataset: a cluster of 12 separate species, C31H51N5O30S7 in total at a distorted geometry (the ωB97M-V functional and the def2-TZVPD basis).

Orbital gap (Eh): 0.2834
2S+1: 1
ΔE to the lowest compared entry with this formula, charge and spin (eV): 0.000
Energy (hartree): -6529.6558
LUMO level (eV): -0.1
M (g mol⁻¹): 1198.22
Strongest force on any atom (eV Å⁻¹): 5.5

Element x y z (Å)
C  -3.09798  -3.25004  0.26895
N  -3.91018  -4.37651  0.86389
O  -3.23826  -5.17100  1.43938
O  -5.13224  -4.51987  0.59595
H  -3.16438  -3.31462  -0.81580
H  -2.16207  -3.28514  0.82215
H  -3.67912  -2.36476  0.52895
O  7.58788  -2.00351  -2.14627
S  6.44597  -1.18360  -2.45160
O  6.69388  0.21739  -2.75665
O  5.36706  -1.87938  -3.52205
C  4.38439  -2.61386  -2.84966
C  4.04281  -1.87569  -1.61415
O  5.25452  -1.26684  -1.22664
H  3.50175  -2.90696  -3.41682
H  4.91008  -3.53101  -2.57626
H  3.59308  -2.35150  -0.74350
H  3.36263  -1.07416  -1.91097
O  -3.95218  -2.39981  -2.73753
S  -3.10511  -1.58405  -3.57701
O  -1.81243  -1.09001  -3.09764
O  -2.95741  -2.33316  -5.00752
C  -4.05081  -2.09267  -5.84322
C  -4.19263  -0.62462  -5.71310
O  -3.96571  -0.35875  -4.32840
H  -3.75681  -2.30617  -6.87024
H  -4.92447  -2.64117  -5.49065
H  -5.15015  -0.16574  -5.95694
H  -3.39810  -0.09783  -6.24263
O  1.87433  2.35124  3.62112
S  1.77932  3.76144  3.28424
O  2.93232  4.61880  3.40360
O  0.97507  3.98178  1.84429
C  0.09056  5.01927  1.97045
C  -0.45925  4.94664  3.32588
O  0.53493  4.45381  4.22433
H  0.47666  6.00281  1.69773
H  -0.69860  4.92418  1.22411
H  -1.28846  4.26491  3.51553
H  -0.73876  5.95564  3.63015
O  -5.73327  -2.67779  5.26926
S  -4.46983  -2.00006  5.58086
O  -3.48147  -2.60865  6.44334
O  -3.75867  -1.47671  4.17988
C  -3.28006  -0.20885  4.28788
C  -3.67721  0.32811  5.67887
O  -4.77476  -0.46041  6.01115
H  -2.20557  -0.07499  4.15316
H  -3.64139  0.41206  3.46628
H  -3.91601  1.37982  5.52885
H  -2.95569  0.07227  6.45539
O  -2.60048  2.73649  1.59733
S  -3.24666  2.79388  0.27240
O  -2.61056  3.51523  -0.80896
O  -3.72232  1.27864  -0.28829
C  -4.95876  1.31168  -0.92274
C  -5.71836  2.46211  -0.33386
O  -4.81864  3.22485  0.47257
H  -4.90141  1.26637  -2.01000
H  -5.33758  0.38491  -0.49031
H  -6.49986  2.09522  0.32996
H  -6.04436  3.16532  -1.09966
O  0.35399  6.47053  -2.79043
S  0.24046  6.30113  -1.31961
O  -0.99489  6.44354  -0.59073
O  0.81432  4.79060  -1.01467
C  2.28082  4.84201  -0.99859
C  2.69443  6.30233  -0.68729
O  1.50592  7.01219  -0.52880
H  2.53682  4.17380  -0.17729
H  2.61094  4.45216  -1.96065
H  3.52290  6.76165  -1.22758
H  3.12907  6.42924  0.30613
O  -0.81116  -1.28438  2.07549
S  0.27553  -0.97619  1.14901
O  1.50895  -1.79025  1.07119
O  -0.42405  -0.76931  -0.36857
C  -0.26872  0.47001  -0.90102
C  0.90384  1.03198  -0.17699
O  0.59957  0.64225  1.19613
H  -0.05625  0.36825  -1.96492
H  -1.22387  0.89494  -0.59056
H  1.00526  2.11131  -0.27962
H  1.77468  0.49639  -0.55651
C  1.88869  -1.88022  -6.02328
C  0.81240  -1.80120  -5.18058
C  0.11033  -2.94336  -5.39605
N  0.83999  -3.73682  -6.17951
C  1.96748  -3.10605  -6.59193
H  2.60386  -1.09267  -6.21164
H  0.46527  -1.00521  -4.53958
H  -0.76690  -3.32711  -4.89846
H  0.64048  -4.65092  -6.55641
H  2.65513  -3.56443  -7.28550
C  -0.06820  -1.47015  7.03351
C  -0.11061  -1.59616  5.62543
C  0.50613  -0.47131  5.15015
N  0.98135  0.32955  6.17678
C  0.64416  -0.33185  7.34965
H  -0.45520  -2.12473  7.80002
H  -0.52654  -2.36779  4.99580
H  0.64665  -0.28335  4.09646
H  1.64702  1.08656  6.16331
H  1.14261  -0.12470  8.28457
C  4.67460  1.59956  1.88164
C  5.81217  2.38484  1.94912
C  6.58515  2.28638  0.77472
N  5.87405  1.39055  0.01950
C  4.68716  1.10489  0.59094
H  4.00566  1.53479  2.72566
H  5.85393  3.00518  2.83272
H  7.48490  2.75709  0.41082
H  6.14902  1.07322  -0.89940
H  4.00401  0.51244  0.00152
C  0.86255  -4.62503  -2.16680
C  -0.21992  -4.30563  -1.34164
C  -0.33567  -5.36799  -0.40458
N  0.57135  -6.34915  -0.79368
C  1.28184  -5.89042  -1.88513
H  1.34922  -3.98522  -2.88804
H  -0.78011  -3.38492  -1.40230
H  -0.89612  -5.49540  0.50896
H  0.80276  -7.14749  -0.22294
H  2.01155  -6.56493  -2.30678